74
Properties=species:S:1:pos:R:3:nbo_charge:R:1 method="wB97M-V/def2-TZVPD" charge=0 orbital_gap_ev="7.46 / 7.34" spin_multiplicity=2 homo_energy_ev="-6.96 / -8.28" energy_ev=-126343.9802
Cu -0.3716 -0.4628 0.7235 0.842
O 0.5221 -3.4280 -0.8292 -0.854
Cl 0.9289 -2.0858 -1.1553 2.534
O 1.8649 -2.0746 -2.2356 -0.807
O -0.2536 -1.2820 -1.4935 -0.900
O 1.5139 -1.4543 0.0363 -0.887
C 2.4944 2.6028 4.5337 -0.211
C 2.9486 1.8298 3.4717 -0.221
C 2.1846 0.7667 3.0109 -0.138
C 0.9591 0.4487 3.6081 -0.496
C 0.5136 1.2431 4.6688 -0.199
C 1.2751 2.3109 5.1302 -0.214
Si -0.0746 -0.9903 2.9895 0.875
C 0.7364 -2.6370 3.3901 -0.511
C 0.1421 -3.4647 4.3496 -0.163
C 0.7208 -4.6756 4.7143 -0.239
C 1.9085 -5.0798 4.1213 -0.211
C 2.5106 -4.2740 3.1621 -0.201
C 1.9282 -3.0694 2.7953 -0.195
H 3.0879 3.4352 4.8930 0.210
H 3.8950 2.0631 2.9987 0.209
H 2.5395 0.1825 2.1663 0.205
H -0.4408 1.0243 5.1388 0.212
H 0.9169 2.9142 5.9568 0.211
H -1.3111 -1.0168 3.8193 -0.192
H -0.7815 -3.1509 4.8287 0.205
H 0.2487 -5.2963 5.4668 0.212
H 2.3632 -6.0215 4.4049 0.212
H 3.4351 -4.5904 2.6940 0.213
H 2.3986 -2.4666 2.0294 0.229
C 1.4284 4.0219 -4.1409 -0.605
C 2.6989 3.7230 -3.3424 -0.395
C 2.4706 3.0248 -2.0027 -0.408
C 1.8608 1.6292 -2.0896 -0.226
N 0.4128 1.6311 -2.3219 -0.593
C -0.5027 1.6418 -1.3537 0.378
S -0.0858 1.8586 0.3029 -0.377
N -1.7769 1.4535 -1.7000 -0.588
C -2.2675 1.1370 -3.0333 -0.235
C -2.4270 2.3498 -3.9495 -0.410
C -3.6140 3.2573 -3.6254 -0.396
C -3.5182 4.0073 -2.2940 -0.608
H 1.6503 4.6596 -4.9986 0.213
H 0.6895 4.5363 -3.5200 0.204
H 0.9671 3.1106 -4.5310 0.186
H 3.2221 4.6631 -3.1516 0.205
H 3.3734 3.1111 -3.9505 0.194
H 1.8332 3.6369 -1.3589 0.215
H 3.4324 2.9283 -1.4916 0.215
H 2.0449 1.0878 -1.1654 0.241
H 2.3127 1.0597 -2.9034 0.208
H 0.1018 1.3981 -3.2490 0.401
H -2.4197 1.4306 -0.9272 0.429
H -3.2248 0.6319 -2.9035 0.220
H -1.5980 0.4030 -3.4912 0.203
H -2.5389 1.9778 -4.9719 0.213
H -1.5035 2.9389 -3.9226 0.202
H -4.5312 2.6593 -3.6446 0.196
H -3.7049 3.9856 -4.4339 0.207
H -3.7229 3.3614 -1.4376 0.201
H -4.2443 4.8221 -2.2607 0.214
H -2.5229 4.4376 -2.1525 0.207
S -2.7328 -1.1424 0.5773 -0.309
C -2.3625 -2.7757 0.3025 0.355
N -2.5279 -3.4240 -0.8591 -0.582
C -1.8904 -4.7472 -0.8472 -0.230
C -1.5034 -4.9186 0.6380 -0.225
N -1.8519 -3.6155 1.2009 -0.575
H -2.5748 -2.8742 -1.6997 0.423
H -1.0115 -4.7453 -1.4846 0.236
H -2.5840 -5.5135 -1.1819 0.198
H -0.4421 -5.1239 0.7604 0.230
H -2.0787 -5.7052 1.1213 0.199
H -1.5387 -3.2899 2.1002 0.436


75
Properties=species:S:1:pos:R:3:mulliken_charge:R:1 method="wB97M-V/def2-TZVPD" charge=-1 orbital_gap_ev=4.98 spin_multiplicity=1 homo_energy_ev=-3.10 energy_ev=-56045.5860
O -2.7509 -5.0119 1.1946 -0.487
C -1.6002 -5.2819 0.5298 0.218
O -1.5215 -5.7660 -0.8593 -0.375
C -2.0197 -4.7529 -1.8211 0.158
C -0.8102 -3.7517 -2.3545 -0.525
C -1.3893 -2.2836 -2.9003 -0.424
C -2.1129 -1.4187 -1.6652 -0.008
N -3.4064 -0.8592 -2.2059 -0.871
C -4.5773 -1.0841 -1.2772 0.454
F -5.5500 0.0340 -1.5706 -0.380
F -4.2700 -0.9750 0.1674 -0.318
C -5.2743 -2.5140 -1.7217 0.722
F -5.2031 -3.3965 -0.5028 -0.320
F -4.5626 -3.1188 -2.9030 -0.229
C -6.8751 -2.3950 -2.0912 0.535
F -7.3654 -3.8053 -2.3202 -0.284
F -7.6681 -1.8993 -0.9096 -0.246
F -7.1675 -1.6607 -3.3447 -0.225
H -0.6034 -5.1571 1.1617 0.299
H -2.8965 -4.1889 -1.2809 -0.197
H -2.5046 -5.2423 -2.7953 0.271
H 0.0107 -3.6295 -1.5249 0.191
H -0.3104 -4.3162 -3.2664 0.237
H -2.2108 -2.4953 -3.7213 0.308
H -0.4733 -1.7021 -3.3679 0.236
H -2.2205 -2.1742 -0.7796 0.082
H -1.3977 -0.5000 -1.4247 0.178
C 3.3751 0.8207 -0.3700 -1.140
C 2.3912 0.8782 0.7942 -0.294
C 1.7776 -0.4844 1.1226 -0.520
C 1.0134 -1.0072 -0.0828 0.176
N 0.3795 -1.4410 -1.0829 -0.442
H 2.8856 0.5079 -1.2978 0.256
H 3.8093 1.8093 -0.5498 0.381
H 4.1928 0.1222 -0.1586 0.403
H 1.5972 1.5952 0.5524 0.315
H 2.9109 1.2596 1.6801 0.136
H 1.0914 -0.3927 1.9711 0.343
H 2.5587 -1.2029 1.3937 0.307
C 6.2809 2.7828 -3.8344 -1.142
C 5.9956 1.6426 -4.8065 -0.411
C 4.7815 0.8045 -4.4009 -0.339
C 5.0222 0.1789 -3.0366 0.302
N 5.2218 -0.3401 -1.9049 -0.587
H 6.5249 2.4100 -2.8345 0.343
H 7.1375 3.3707 -4.1792 0.328
H 5.4179 3.4533 -3.7518 0.306
H 6.8839 1.0026 -4.8731 0.285
H 5.8245 2.0609 -5.8045 0.313
H 4.6108 0.0104 -5.1354 0.315
H 3.8811 1.4269 -4.3583 0.285
C 3.0347 4.0621 4.1291 -1.070
C 4.4326 4.4406 3.6503 -0.433
C 4.4146 5.4381 2.4903 -0.346
C 3.6845 4.8317 1.3030 0.280
N 3.0787 4.3287 0.3180 -0.503
H 2.4601 3.5611 3.3435 0.276
H 3.0971 3.3712 4.9759 0.309
H 2.4773 4.9486 4.4524 0.340
H 4.9631 3.5290 3.3488 0.282
H 4.9895 4.8753 4.4876 0.315
H 5.4387 5.6875 2.1934 0.276
H 3.9119 6.3649 2.7876 0.290
C -4.1858 0.4035 2.9183 -0.757
C -4.7343 -0.5369 3.9867 -0.420
C -5.2539 0.2031 5.2210 -0.356
C -4.1233 0.9937 5.8593 0.252
N -3.1855 1.6495 6.3888 -0.496
H -3.3235 0.9707 3.2831 0.359
H -3.8532 -0.1664 2.0449 0.005
H -4.9527 1.1144 2.5901 0.312
H -3.9449 -1.2400 4.2794 0.277
H -5.5489 -1.1287 3.5549 0.301
H -5.6481 -0.5128 5.9499 0.295
H -6.0629 0.8886 4.9464 0.293


78
Properties=species:S:1:pos:R:3:mulliken_spin:R:1 method="wB97M-V/def2-TZVPD" charge=+3 orbital_gap_ev="8.68 / 4.56" spin_multiplicity=5 homo_energy_ev="-17.06 / -16.99" energy_ev=-64911.7850
Pd 0.0203 1.2084 -0.4967 1.422
C 2.0138 0.5983 2.7337 0.030
C 2.5906 0.0999 1.4879 0.252
N 2.0551 0.1858 0.2361 0.105
C 2.9261 -0.3798 -0.5877 0.304
C 4.0599 -0.8632 0.1565 0.317
N 3.8093 -0.5485 1.4226 -0.018
H 1.4232 1.4897 2.5355 0.010
H 2.7839 0.8017 3.4784 0.006
H 1.3457 -0.1675 3.1573 0.052
H 2.7795 -0.4291 -1.6585 0.033
H 4.9547 -1.3719 -0.1742 -0.003
H 4.4083 -0.7451 2.2198 -0.005
C -3.5939 3.2499 -2.2507 0.009
C -2.1744 2.7936 -2.1365 -0.008
N -1.3230 3.1533 -3.0933 0.000
O -1.8385 2.0922 -1.1537 0.118
H -3.7424 3.9709 -3.0504 0.002
H -3.9043 3.6842 -1.3013 0.000
H -4.2262 2.3798 -2.4309 -0.001
H -1.6224 3.7436 -3.8534 -0.001
H -0.3518 2.8808 -3.0685 0.009
C 2.6618 3.3128 -0.1434 0.027
C 1.4524 4.0730 0.3291 0.003
O 0.3447 3.1763 0.5936 0.047
C -0.8044 3.8579 1.1914 -0.002
C -1.2340 5.1175 0.4700 0.002
H 3.4404 4.0257 -0.4142 0.001
H 2.4441 2.7204 -1.0385 -0.007
H 3.0663 2.6666 0.6383 0.001
H 1.1460 4.7957 -0.4260 0.000
H 1.6689 4.6133 1.2527 0.002
H -0.5497 4.0739 2.2322 -0.001
H -1.6124 3.1302 1.1593 0.001
H -0.5467 5.9479 0.6157 0.000
H -2.1986 5.4247 0.8763 0.000
H -1.3585 4.9464 -0.6007 0.000
C -1.0510 -3.7873 -4.4132 0.000
C -0.3364 -3.0050 -5.5110 0.000
C 1.1759 -3.2008 -5.4542 0.000
C -0.7220 -1.5237 -5.5074 0.000
N -0.2763 -0.8221 -4.2799 0.003
C -0.8348 -0.7659 -3.0766 0.008
N -0.0290 -0.0812 -2.2905 0.078
N 1.0209 0.2940 -3.0566 0.005
N 0.8710 -0.1450 -4.2463 0.005
H -0.8579 -4.8532 -4.5250 0.000
H -2.1331 -3.6451 -4.4474 0.000
H -0.6850 -3.5090 -3.4185 0.000
H -0.6964 -3.3687 -6.4768 0.000
H 1.5824 -2.8924 -4.4865 0.000
H 1.6882 -2.6370 -6.2342 0.000
H 1.4220 -4.2534 -5.5847 0.000
H -1.8015 -1.3925 -5.5678 0.000
H -0.2529 -0.9887 -6.3302 0.000
H -1.7834 -1.2069 -2.8173 0.002
O 0.7533 -1.6993 7.7211 0.730
S 1.6434 -2.5012 6.7502 0.013
O 2.3230 -1.6755 5.7990 0.020
O 2.2773 -3.6384 7.3080 0.021
C 0.0098 -2.9888 5.9766 0.085
N -0.5730 -4.0888 6.3846 0.060
C -1.6070 -4.4947 5.6509 -0.009
C -2.0144 -3.8014 4.5096 0.048
C -1.3323 -2.6330 4.2249 -0.010
N -0.3306 -2.2017 4.9864 0.050
C -1.4870 -1.7471 3.0384 -0.011
C -1.4501 -0.3715 3.2417 0.002
C -1.2149 0.4583 2.1711 0.003
N -0.9898 -0.0254 0.9414 0.169
C -1.1493 -1.3346 0.7162 -0.007
C -1.4269 -2.2267 1.7375 0.009
H -2.1100 -5.3976 5.9748 -0.001
H -2.8408 -4.1532 3.9071 0.003
H -1.5246 0.0388 4.2400 0.000
H -1.1187 1.5263 2.3077 0.010
H -0.9750 -1.6834 -0.2935 0.005
H -1.4765 -3.2865 1.5229 0.000